1.
Here is a cluster of 2 separate species, C4H7NO2 in total from the OMol25 dataset. Energies are from ωB97M-V/def2-TZVPD.

Geometry as XYZ:
```
14
Properties=species:S:1:pos:R:3:nbo_charge:R:1
O -1.337 1.622 1.092 -0.69
C -0.799 0.357 0.963 -0.04
C -1.181 -0.498 -0.179 0.03
N -0.111 -1.188 -0.472 -0.37
C 1.076 -0.814 0.148 -0.32
C 0.750 0.304 0.955 0.45
O 1.397 1.129 1.596 -0.63
H -0.609 2.140 1.480 0.50
H -1.045 -0.298 1.836 0.21
H -2.131 -0.705 -0.646 0.22
H 0.871 0.800 -3.018 0.00
H -0.267 -2.066 -0.938 0.42
H 1.354 0.399 -2.619 0.00
H 2.031 -1.182 -0.199 0.22
```

Calculated values
Highest occupied orbital energy (spin up / spin down) in eV: -7.89 / -7.89
Molar mass in g/mol: 101.10
Relative energy (zero: lowest compared OMol25 entry of this formula, charge and spin) in kJ/mol: 351.4

***

2.
Here is the molecule C4H7NO2 from the OMol25 dataset. Energies are from ωB97M-V/def2-TZVPD.

Geometry as XYZ:
```
14
Properties=species:S:1:pos:R:3:nbo_charge:R:1
C -0.974 -1.122 0.752 -0.60
C -0.345 -0.097 -0.187 -0.42
C -1.083 1.238 -0.121 0.46
O -2.236 1.343 0.214 -0.50
C 1.118 0.155 0.161 0.68
N 1.998 0.083 -0.876 -0.82
O 1.456 0.457 1.292 -0.61
H -0.800 -0.816 1.787 0.24
H -2.052 -1.175 0.580 0.23
H -0.536 -2.114 0.604 0.21
H -0.435 -0.432 -1.232 0.22
H -0.494 2.129 -0.425 0.12
H 1.741 -0.294 -1.773 0.40
H 2.979 0.197 -0.666 0.41
```

Calculated values
Highest occupied orbital energy in eV: -10.05
Molar mass in g/mol: 101.10
Relative energy (zero: lowest compared OMol25 entry of this formula, charge and spin) in kJ/mol: 46.2
SMILES: C[C@@H](C=O)C(N)=O

***

3.
Here is the molecule C4H7NO2 from the OMol25 dataset. Energies are from ωB97M-V/def2-TZVPD.

Geometry as XYZ:
```
14
Properties=species:S:1:pos:R:3:nbo_charge:R:1
H 0.256 0.310 -2.296 0.35
N 0.191 0.656 -1.342 -0.69
C 0.647 -0.192 -0.520 0.58
C 1.202 -1.554 -0.812 -0.69
O 0.651 0.076 0.816 -0.52
C -0.592 0.472 1.374 -0.17
C -1.368 1.568 0.659 0.41
O -2.575 1.566 0.700 -0.53
H 0.588 -2.297 -0.290 0.24
H 1.178 -1.762 -1.883 0.22
H 2.225 -1.655 -0.438 0.24
H -1.254 -0.398 1.474 0.19
H -0.363 0.839 2.380 0.22
H -0.785 2.370 0.178 0.14
```

Calculated values
Highest occupied orbital energy in eV: -9.68
Molar mass in g/mol: 101.10
Relative energy (zero: lowest compared OMol25 entry of this formula, charge and spin) in kJ/mol: 165.7
SMILES: [H]/N=C(\C)OCC=O

***

4.
Here is a structure of composition C4H7NO2P at a distorted geometry from the OMol25 dataset. Energies are from ωB97M-V/def2-TZVPD.

Geometry as XYZ:
```
15
Properties=species:S:1:pos:R:3:nbo_charge:R:1
C 0.992 -2.315 -0.173 -0.55
C 1.199 -1.041 0.196 0.03
C 0.594 1.218 0.004 -0.20
C -0.869 1.775 -0.044 -0.81
N 0.223 -0.134 0.001 -0.74
O -2.162 -0.496 -1.285 -1.15
O -2.063 -0.355 1.336 -1.15
P -1.530 0.018 -0.026 2.28
H 1.584 -3.281 0.032 0.18
H 0.077 -2.464 -0.624 0.20
H 2.001 -0.558 0.673 0.16
H 1.098 1.340 -0.956 0.16
H 1.244 1.507 0.777 0.16
H -1.242 2.146 0.880 0.22
H -1.144 2.639 -0.789 0.21
```

Calculated values
Highest occupied orbital energy in eV: -3.73
Molar mass in g/mol: 132.08
Relative energy (zero: lowest compared OMol25 entry of this formula, charge and spin) in kJ/mol: 0.0
Net charge: -1

***

- What is the relative energy (zero: lowest compared OMol25 entry of this formula, charge and spin) in the second record?
  46.2 kJ/mol

***

Repeat the second record exactly.
Here is the molecule C4H7NO2 from the OMol25 dataset. Energies are from ωB97M-V/def2-TZVPD.

Geometry as XYZ:
```
14
Properties=species:S:1:pos:R:3:nbo_charge:R:1
C -0.974 -1.122 0.752 -0.60
C -0.345 -0.097 -0.187 -0.42
C -1.083 1.238 -0.121 0.46
O -2.236 1.343 0.214 -0.50
C 1.118 0.155 0.161 0.68
N 1.998 0.083 -0.876 -0.82
O 1.456 0.457 1.292 -0.61
H -0.800 -0.816 1.787 0.24
H -2.052 -1.175 0.580 0.23
H -0.536 -2.114 0.604 0.21
H -0.435 -0.432 -1.232 0.22
H -0.494 2.129 -0.425 0.12
H 1.741 -0.294 -1.773 0.40
H 2.979 0.197 -0.666 0.41
```

Calculated values
Highest occupied orbital energy in eV: -10.05
Molar mass in g/mol: 101.10
Relative energy (zero: lowest compared OMol25 entry of this formula, charge and spin) in kJ/mol: 46.2
SMILES: C[C@@H](C=O)C(N)=O

***

- relative energy (zero: lowest compared OMol25 entry of this formula, charge and spin) of number 2 (C4H7NO2)?
  46.2 kJ/mol

***

- The highest relative energy (zero: lowest compared OMol25 entry of this formula, charge and spin) belongs to which entry?
  number 1